Entry 1:
The following is a quantum chemistry calculation of an isolated ion of composition C3H5FN3 and charge +1 in a non-equilibrium geometry, from the OMol25 dataset.

Bonds (Å) are listed after each position.
Atoms and positions in Å:
1 C -1.295 -0.121 0.404  N2 1.467, F6 1.364, N8 1.367, H11 1.144
2 N -0.327 -1.144 -0.004  C1 1.467, C5 1.272, H7 1.092
3 C 0.291 1.479 -0.078  N4 1.398, N8 1.262, H9 1.054
4 N 1.261 0.489 -0.259  C3 1.398, C5 1.390, H10 1.091
5 C 0.888 -0.849 -0.243  N2 1.272, N4 1.390, H12 1.142
6 F -2.425 -0.339 -0.330  C1 1.364
7 H -0.678 -2.162 -0.182  N2 1.092
8 N -0.916 1.156 0.100  C1 1.367, C3 1.262
9 H 0.605 2.464 -0.281  C3 1.054
10 H 2.322 0.747 -0.255  N4 1.091
11 H -1.441 -0.101 1.538  C1 1.144
12 H 1.715 -1.619 -0.411  C5 1.142

## Properties
HOMO-LUMO gap: 10.4 eV
Charge: +1
SMILES: F[C@@H]1N=CNC=[NH+]1
2S+1: 1
Max |F|: 3.9 eV/Å
Energy: -10372.0828 eV
HOMO level: -15.4063 eV

Entry 2:
The following is a quantum chemistry calculation of a 3-piece molecular cluster, C27H36BrF9IO15S overall in a non-equilibrium geometry, from the OMol25 dataset.

Bonds (Å) are listed after each position.
Atoms and positions in Å:
1 O -5.777 -2.105 -0.577  C30 1.503, H89 1.001
2 C -1.223 -0.343 -0.491  C24 1.631, I39 2.235, C73 1.672, H86 1.170
3 O -5.831 -5.080 0.485  C10 1.345
4 F -9.806 1.919 -2.194  C14 1.514
5 H 1.810 -0.210 -5.242  C6 1.170
6 C 1.572 0.228 -4.183  H5 1.170, O19 1.499, C85 1.673, H88 1.189
7 C -6.163 -4.153 -1.911  C10 1.673, H17 1.163, C30 1.675, H81 1.170
8 C 7.179 1.696 1.212  O13 1.356, O16 1.356, O21 1.223
9 F -9.189 -1.024 0.108  C38 1.473
10 C -6.709 -4.537 -0.377  O3 1.345, C7 1.673, Br18 2.002
11 H 9.588 4.660 10.024  C82 1.094
12 H 9.893 3.888 7.628  C76 1.097
13 O 6.944 2.092 -0.064  C8 1.356, C79 1.433
14 C -9.592 0.426 -2.066  F4 1.514, C38 1.630, C65 1.669, F69 1.497
15 O -5.341 -0.404 -3.376  C40 1.471, S78 1.675
16 O 8.516 1.746 1.429  C8 1.356, C64 1.425
17 H -7.084 -4.285 -2.609  C7 1.163
18 Br -8.595 -4.287 0.246  C10 2.002
19 O 1.763 1.715 -4.186  C6 1.499, C48 1.471
20 H 5.037 1.236 -0.133  C79 1.097
21 O 6.331 1.373 2.031  C8 1.223
22 H 6.783 0.905 5.578  C83 1.095
23 H -2.058 -3.049 -4.071  C36 1.195
24 C -1.975 -1.739 -0.874  C2 1.631, C44 1.643, H55 1.191, H59 1.192
25 O 2.698 2.265 -1.922  C48 1.343
26 H -0.644 0.372 -4.788  C85 1.183
27 C -0.404 -1.591 -3.550  H32 1.172, C36 1.635, C85 1.673, H87 1.196
28 F -7.214 0.625 -1.294  C65 1.474
29 C -5.769 -2.514 -4.574  C40 1.676, O43 1.363, O51 1.464
30 C -5.491 -2.619 -1.960  O1 1.503, C7 1.675, C40 1.629, C56 1.674
31 H 0.791 -0.096 0.741  C73 1.182
32 H 0.159 -2.029 -2.619  C27 1.172
33 O -3.086 0.907 -3.249  S78 1.580
34 F -8.082 -1.160 -4.545  C80 1.515
35 O -4.255 0.462 -1.110  S78 1.580
36 C -2.000 -1.937 -3.639  H23 1.195, C27 1.635, H37 1.194, C44 1.645
37 H -2.433 -1.265 -4.526  C36 1.194
38 C -9.941 0.080 -0.513  F9 1.473, C14 1.630, F50 1.511, F66 1.498
39 I -1.935 0.165 1.565  C2 2.235
40 C -6.059 -1.670 -3.155  O15 1.471, C29 1.676, C30 1.629, C80 1.635
41 H 4.860 3.399 1.163  C45 1.094
42 H 3.897 2.370 -3.708  C48 1.193
43 O -4.748 -2.110 -5.381  C29 1.363
44 C -2.864 -1.725 -2.255  C24 1.643, C36 1.645, C56 1.633, S78 1.871
45 C 4.900 3.399 0.070  H41 1.094, H63 1.094, H68 1.095, C79 1.519
46 H 8.473 0.477 3.089  C64 1.095
47 H 6.780 -0.745 6.226  C83 1.094
48 C 2.828 2.108 -3.250  O19 1.471, O25 1.343, H42 1.193
49 C 8.377 1.825 7.395  O67 1.356, O75 1.356, O77 1.223
50 F -9.611 1.322 0.283  C38 1.511
51 O -6.550 -3.652 -5.063  C29 1.464
52 H -3.609 -3.627 -1.164  C56 1.194
53 H 11.027 3.119 8.736  C76 1.094
54 H -0.249 0.701 -2.899  C85 1.169
55 H -1.182 -2.618 -0.997  C24 1.191
56 C -3.873 -3.005 -2.148  C30 1.674, C44 1.633, H52 1.194, H72 1.169
57 H 5.548 2.150 -1.551  C79 1.094
58 H 8.130 3.835 9.438  C82 1.094
59 H -2.660 -2.079 0.040  C24 1.192
60 H 6.020 0.552 7.171  C83 1.094
61 H 0.987 0.172 -1.119  C73 1.181
62 H 8.582 2.240 3.439  C64 1.094
63 H 3.878 3.484 -0.312  C45 1.094
64 C 8.895 1.435 2.768  O16 1.425, H46 1.095, H62 1.094, H84 1.094
65 C -7.988 0.218 -2.481  C14 1.669, F28 1.474, F74 1.513, C80 1.636
66 F -11.422 -0.090 -0.372  C38 1.498
67 O 8.090 0.520 7.163  C49 1.356, C83 1.425
68 H 5.466 4.288 -0.227  C45 1.095
69 F -10.533 -0.160 -3.071  C14 1.497
70 H 0.743 -1.629 -0.481  C73 1.191
71 F -8.558 -2.226 -2.479  C80 1.472
72 H -3.821 -3.771 -3.030  C56 1.169
73 C 0.433 -0.491 -0.314  C2 1.672, H31 1.182, H61 1.181, H70 1.191
74 F -7.760 1.300 -3.515  C65 1.513
75 O 9.532 1.883 8.104  C49 1.356, C76 1.433
76 C 9.967 3.197 8.476  H12 1.097, H53 1.094, O75 1.433, C82 1.519
77 O 7.699 2.780 7.047  C49 1.223
78 S -3.926 -0.205 -2.504  O15 1.675, O33 1.580, O35 1.580, C44 1.871
79 C 5.567 2.140 -0.456  O13 1.433, H20 1.097, C45 1.519, H57 1.094
80 C -7.640 -1.256 -3.099  F34 1.515, C40 1.635, C65 1.636, F71 1.472
81 H -5.398 -4.997 -2.176  C7 1.170
82 C 9.189 3.701 9.679  H11 1.094, H58 1.094, C76 1.519, H90 1.095
83 C 6.848 0.312 6.496  H22 1.095, H47 1.094, H60 1.094, O67 1.425
84 H 9.985 1.358 2.803  C64 1.094
85 C -0.049 0.020 -3.827  C6 1.673, H26 1.183, C27 1.673, H54 1.169
86 H -1.515 0.590 -1.133  C2 1.170
87 H 0.090 -2.144 -4.488  C27 1.196
88 H 2.232 -0.251 -3.318  C6 1.189
89 H -6.714 -1.758 -0.520  O1 1.001
90 H 9.239 2.979 10.501  C82 1.095

## Properties
HOMO-LUMO gap: 7.3 eV
Charge: -1
2S+1: 1
Max |F|: 9.8 eV/Å
Energy: -172717.3802 eV
HOMO level: -5.7713 eV

Entry 3:
The following is a quantum chemistry calculation of a 2-piece molecular cluster, C6H12BrNO4P overall in a non-equilibrium geometry, from the OMol25 dataset.

Bonds (Å) are listed after each position.
Atoms and positions in Å:
1 O -0.427 -3.213 -0.453  P5 1.635, H10 0.961
2 H 1.906 0.040 1.097  C21 1.082
3 N 0.538 1.487 0.415  H9 1.015, H12 1.033, C16 1.498, C21 1.511
4 O -1.936 0.941 2.981  C20 1.311
5 P 0.726 -2.268 0.218  O1 1.635, Br13 2.220, C18 1.870
6 H 2.059 0.575 -1.891  C22 1.088
7 H -1.411 -0.596 -0.667  C8 1.085
8 C -0.566 -0.135 -1.169  H7 1.085, C16 1.499, C18 1.532, H23 1.090
9 H 0.741 2.482 0.421  N3 1.015
10 H -0.135 -4.128 -0.417  O1 0.961
11 H 2.669 1.432 0.424  C21 1.085
12 H 0.086 1.266 1.317  N3 1.033
13 Br -0.210 -1.165 1.901  P5 2.220
14 H 0.736 -1.522 -2.068  C18 1.087
15 H -0.253 2.002 -1.467  C16 1.090
16 C -0.462 1.278 -0.680  N3 1.498, C8 1.499, H15 1.090, H25 1.109
17 O -3.780 -0.229 2.396  C20 1.263
18 C 0.716 -0.972 -1.131  P5 1.870, C8 1.532, H14 1.087, C22 1.531
19 H 2.838 -0.673 -0.946  C22 1.089
20 C -2.792 0.497 2.093  O4 1.311, O17 1.263, O24 1.319
21 C 1.845 0.742 0.276  H2 1.082, N3 1.511, H11 1.085, C22 1.523
22 C 1.940 -0.060 -1.015  H6 1.088, C18 1.531, H19 1.089, C21 1.523
23 H -0.867 -0.063 -2.214  C8 1.090
24 O -2.505 0.767 0.833  C20 1.319
25 H -1.458 1.516 -0.254  C16 1.109

## Properties
HOMO-LUMO gap: 4.2 eV
Charge: -1
2S+1: 1
Max |F|: 1.1 eV/Å
Energy: -95427.7621 eV
HOMO level: -1.7285 eV

Entry 4:
The following is a quantum chemistry calculation of an isolated ion of composition C6H7N and charge -1 in a non-equilibrium geometry, from the OMol25 dataset.

Bonds (Å) are listed after each position.
Atoms and positions in Å:
1 C 0.329 0.673 -1.820  H2 1.121, C12 1.495, C14 1.412
2 H 0.774 0.697 -2.849  C1 1.121
3 C -0.228 -0.248 0.907  C6 1.428, C7 1.386, N8 1.422
4 H 0.295 -1.070 2.715  N8 0.986
5 H 2.354 1.041 -1.248  C12 1.100
6 C 1.083 0.138 0.495  C3 1.428, H10 1.099, C12 1.440
7 C -1.183 -0.332 -0.094  C3 1.386, H11 1.101, C14 1.363
8 N -0.492 -0.771 2.202  C3 1.422, H4 0.986, H9 1.012
9 H -1.314 -1.281 2.501  N8 1.012
10 H 1.875 -0.038 1.237  C6 1.099
11 H -2.218 -0.571 0.195  C7 1.101
12 C 1.435 0.619 -0.816  C1 1.495, H5 1.100, C6 1.440
13 H -1.630 0.727 -1.960  C14 1.138
14 C -0.884 0.132 -1.340  C1 1.412, C7 1.363, H13 1.138

## Properties
HOMO-LUMO gap (spin up / spin down): 3.4 / 7.3 eV
Charge: -1
⟨S²⟩: 0.7655
2S+1: 2
Max |F|: 6.9 eV/Å
Energy: -7822.5143 eV
HOMO level (spin up / spin down): 1.1117 / -2.9158 eV

Entry 5:
The following is a quantum chemistry calculation of a 40-piece molecular cluster, H80O40 overall in a non-equilibrium geometry, from the OMol25 dataset.

Bonds (Å) are listed after each position.
Atoms and positions in Å:
1 O 0.889 3.039 -6.163  H34 0.864, H95 0.982
2 O -3.734 1.685 -1.359  H43 1.012, H88 0.984
3 H 0.642 2.973 5.853  O41 0.975
4 H -0.752 -3.130 -4.741  O8 0.933
5 H -4.544 0.903 -3.356  O100 1.061
6 O 4.738 -2.921 0.132  H113 0.939, H115 0.942
7 O -2.047 -1.651 3.983  H73 0.923, H120 1.092
8 O -0.891 -4.037 -4.571  H4 0.933, H101 1.023
9 H -3.692 -3.274 0.098  O86 1.013
10 H -0.026 -0.177 4.959  O66 0.882
11 O -0.996 2.141 3.578  H31 1.034, H76 0.960
12 H 2.234 -2.170 3.222  O116 0.915
13 H -0.956 -5.475 2.302  O111 0.890
14 H 0.480 3.572 4.397  O41 0.975
15 H 2.851 1.354 -2.312  O92 1.083
16 H -0.304 -1.475 3.292  O56 0.974
17 H 4.743 0.104 2.151  O112 0.996
18 O -1.714 5.419 1.804  H60 0.870, H82 0.946
19 H 2.142 -0.813 -5.383  O109 0.922
20 H -5.104 0.519 -1.592  O106 1.039
21 H -5.267 2.354 -3.009  O100 0.964
22 O 2.598 3.553 -2.147  H58 1.076, H93 0.982
23 O -1.947 -0.181 -1.111  H63 1.031, H79 0.951
24 H -4.887 1.588 0.292  O38 1.022
25 H 1.434 -0.455 -4.164  O109 0.939
26 H -0.526 -0.001 0.729  O108 1.017
27 H -0.481 4.386 -0.698  O104 0.978
28 O 3.647 3.504 2.051  H40 0.879, H61 0.935
29 H 5.226 -2.110 2.185  O62 1.115
30 H 2.303 -1.668 -1.787  O98 0.996
31 H -1.130 1.134 3.385  O11 1.034
32 H -1.780 -3.283 0.888  O72 1.045
33 H -6.484 0.865 -1.691  O106 0.948
34 H 0.293 3.590 -5.866  O1 0.864
35 H -0.056 -2.226 2.098  O56 0.905
36 O -3.561 -3.515 3.774  H53 0.946, H114 0.894
37 H 1.626 -1.368 -0.219  O98 1.040
38 O -5.540 1.542 1.076  H24 1.022, H80 0.977
39 H 1.850 0.063 1.869  O45 0.901
40 H 3.852 4.289 1.711  O28 0.879
41 O 0.819 3.752 5.294  H3 0.975, H14 0.975
42 O -1.172 -2.684 -2.189  H81 0.982, H103 1.017
43 H -2.816 1.612 -0.940  O2 1.012
44 H -0.227 4.089 -3.560  O107 0.841
45 O 1.499 0.890 1.946  H39 0.901, H85 1.028
46 H 5.931 -0.879 1.863  O62 0.976
47 H 0.236 0.645 -0.439  O108 0.958
48 H -0.352 -0.476 -4.831  O91 0.969
49 H 0.704 -4.110 -0.847  O54 0.872
50 H -3.242 -1.881 -1.371  O84 0.953
51 H 0.353 -4.633 1.951  O111 1.051
52 H 3.634 -5.559 -1.258  O118 1.079
53 H -4.030 -3.624 2.959  O36 0.946
54 O 1.112 -4.878 -0.789  H49 0.872, H57 0.882
55 H -2.866 2.160 0.713  O69 0.998
56 O 0.343 -1.563 2.569  H16 0.974, H35 0.905
57 H 0.816 -5.357 -0.110  O54 0.882
58 H 3.372 3.338 -1.432  O22 1.076
59 H 4.004 -0.324 -0.696  O67 1.029
60 H -1.578 5.010 1.049  O18 0.870
61 H 2.742 3.287 2.138  O28 0.935
62 O 6.281 -1.758 2.099  H29 1.115, H46 0.976
63 H -2.376 -0.769 -0.381  O23 1.031
64 O 2.079 -3.347 0.935  H77 1.054, H90 0.988
65 H 3.198 0.189 -3.221  O92 0.911
66 O -0.652 -0.185 5.581  H10 0.882, H74 0.980
67 O 4.617 0.491 -0.833  H59 1.029, H70 0.961
68 O 1.462 3.377 0.882  H99 0.965, H117 0.976
69 O -2.991 2.310 1.692  H55 0.998, H71 0.882
70 H 4.660 0.844 0.060  O67 0.961
71 H -3.684 2.797 1.940  O69 0.882
72 O -1.294 -2.452 0.480  H32 1.045, H102 0.960
73 H -2.646 -2.029 3.392  O7 0.923
74 H -1.510 0.136 5.232  O66 0.980
75 H -4.591 -1.464 -1.843  O84 1.025
76 H -1.855 2.387 3.930  O11 0.960
77 H 2.893 -3.617 1.548  O64 1.054
78 H 1.631 5.851 -1.319  O96 0.964
79 H -1.334 -0.768 -1.540  O23 0.951
80 H -6.218 0.840 1.038  O38 0.977
81 H -1.416 -3.576 -1.859  O42 0.982
82 H -1.753 4.806 2.524  O18 0.946
83 H 4.111 1.477 2.604  O112 0.995
84 O -4.142 -1.965 -1.070  H50 0.953, H75 1.025
85 H 0.901 1.065 2.764  O45 1.028
86 O -3.884 -4.230 0.371  H9 1.013, H105 0.988
87 H 3.116 -1.614 2.198  O116 1.017
88 H -3.908 2.620 -1.104  O2 0.984
89 H -0.399 0.328 -6.237  O91 0.978
90 H 2.586 -3.646 0.142  O64 0.988
91 O -0.428 0.388 -5.262  H48 0.969, H89 0.978
92 O 2.499 0.397 -2.675  H15 1.083, H65 0.911
93 H 1.774 3.201 -1.744  O22 0.982
94 H -1.303 4.945 -3.984  O107 0.806
95 H 0.791 2.090 -5.926  O1 0.982
96 O 0.900 6.466 -1.185  H78 0.964, H119 0.893
97 H -1.632 3.635 -1.345  O104 0.895
98 O 2.425 -1.279 -0.879  H30 0.996, H37 1.040
99 H 0.828 3.494 1.600  O68 0.965
100 O -5.453 1.441 -3.259  H5 1.061, H21 0.964
101 H -1.513 -4.082 -3.760  O8 1.023
102 H -0.602 -2.978 0.072  O72 0.960
103 H -0.397 -2.489 -1.560  O42 1.017
104 O -1.289 3.855 -0.548  H27 0.978, H97 0.895
105 H -4.326 -4.914 -0.189  O86 0.988
106 O -6.029 0.058 -1.492  H20 1.039, H33 0.948
107 O -0.940 4.509 -3.411  H44 0.841, H94 0.806
108 O 0.223 -0.171 0.063  H26 1.017, H47 0.958
109 O 1.670 -1.196 -4.690  H19 0.922, H25 0.939
110 H 3.477 -4.252 -2.117  O118 0.883
111 O -0.628 -4.912 1.696  H13 0.890, H51 1.051
112 O 4.956 1.070 2.272  H17 0.996, H83 0.995
113 H 4.936 -2.397 -0.622  O6 0.939
114 H -4.209 -3.240 4.325  O36 0.894
115 H 5.446 -3.539 0.068  O6 0.942
116 O 2.983 -1.645 3.206  H12 0.915, H87 1.017
117 H 1.476 2.402 0.934  O68 0.976
118 O 4.119 -4.726 -1.741  H52 1.079, H110 0.883
119 H 0.755 6.773 -0.360  O96 0.893
120 H -1.493 -2.587 4.066  O7 1.092

## Properties
HOMO-LUMO gap: 9.5 eV
Charge: 0
2S+1: 1
Max |F|: 13.8 eV/Å
Energy: -83186.8347 eV
HOMO level: -10.4970 eV

Entry 6:
The following is a quantum chemistry calculation of a 2-piece molecular cluster, C7H11N2PS overall in a non-equilibrium geometry, from the OMol25 dataset.

Bonds (Å) are listed after each position.
Atoms and positions in Å:
1 C 1.065 -0.371 -0.779  C6 1.417, C7 1.408, C20 1.424
2 H -3.302 -0.584 -0.808  N16 1.025
3 H 0.195 -0.527 -2.622  C6 1.042
4 H 2.526 -2.035 2.340  C8 1.024
5 H 2.301 1.235 -0.537  C20 1.047
6 C 0.537 0.203 -1.962  C1 1.417, H3 1.042, H17 1.103
7 C 0.828 -1.698 -0.372  C1 1.408, C13 1.375, H18 1.014
8 C 2.140 -1.463 1.584  H4 1.024, C13 1.341, C15 1.425
9 H 3.273 0.324 1.790  C15 1.079
10 S -2.996 2.815 -1.178  H21 1.443, P22 2.171
11 H 1.192 -3.160 1.062  C13 1.007
12 N -1.440 1.636 1.221  H19 0.993, P22 1.575
13 C 1.330 -2.196 0.807  C7 1.375, C8 1.341, H11 1.007
14 H -3.220 -0.370 0.711  N16 0.979
15 C 2.537 -0.160 1.167  C8 1.425, H9 1.079, C20 1.404
16 N -2.872 0.031 -0.111  H2 1.025, H14 0.979, P22 1.671
17 H 0.618 1.279 -2.187  C6 1.103
18 H 0.298 -2.171 -1.096  C7 1.014
19 H -1.318 2.615 1.338  N12 0.993
20 C 1.998 0.383 -0.010  C1 1.424, H5 1.047, C15 1.404
21 H -3.927 2.941 -0.082  S10 1.443
22 P -1.764 1.272 -0.276  S10 2.171, N12 1.575, N16 1.671

## Properties
HOMO-LUMO gap (spin up / spin down): 6.2 / 7.4 eV
Charge: 0
2S+1: 1
Max |F|: 3.4 eV/Å
Energy: -30538.5059 eV
HOMO level (spin up / spin down): -7.4814 / -8.0224 eV